(1)
{"formula": "C19H19BrN5PtS2", "method": "the ωB97M-V functional and the def2-TZVPD basis", "relative_energy_ev": 0.622, "charge": 1, "homo_ev": -10.116, "elements": ["Pt", "C", "C", "C", "C", "C", "C", "C", "C", "C", "S", "C", "N", "H", "H", "H", "H", "H", "H", "H", "H", "Br", "C", "C", "C", "C", "C", "N", "H", "H", "H", "H", "C", "C", "C", "N", "N", "C", "N", "S", "H", "H", "H", "H", "H", "H", "H"], "coordinates": [[0.051, 0.220, -1.175], [-2.203, 1.657, 1.134], [-2.690, 0.363, 0.566], [-3.878, -0.167, 1.111], [-4.378, -1.343, 0.651], [-3.688, -2.035, -0.362], [-4.141, -3.285, -0.835], [-3.430, -3.952, -1.790], [-2.249, -3.395, -2.299], [-1.791, -2.172, -1.867], [-0.376, -1.472, -2.603], [-2.505, -1.453, -0.878], [-2.025, -0.245, -0.407], [-2.786, 1.922, 2.011], [-2.313, 2.456, 0.405], [-1.158, 1.583, 1.427], [-4.376, 0.385, 1.894], [-5.287, -1.765, 1.061], [-5.044, -3.704, -0.412], [-3.762, -4.916, -2.152], [-1.686, -3.929, -3.053], [-1.354, 2.918, -2.182], [-0.200, 3.193, -0.709], [-0.153, 4.434, -0.102], [0.681, 4.595, 0.990], [1.443, 3.518, 1.416], [1.332, 2.314, 0.750], [0.513, 2.142, -0.300], [-0.761, 5.241, -0.483], [0.735, 5.549, 1.496], [2.115, 3.600, 2.259], [1.896, 1.444, 1.049], [4.554, -0.405, 2.559], [4.061, -1.634, 1.797], [3.431, -1.264, 0.492], [2.332, -0.613, 0.385], [1.984, -0.365, -0.910], [2.833, -0.834, -1.796], [2.714, -0.671, -3.118], [4.165, -1.642, -1.047], [4.994, -0.702, 3.510], [3.727, 0.274, 2.765], [5.310, 0.134, 1.988], [3.316, -2.175, 2.383], [4.883, -2.326, 1.614], [1.842, -0.315, -3.481], [3.320, -1.163, -3.750]]}

(2)
{"formula": "C16H48ClO12", "method": "the ωB97M-V functional and the def2-TZVPD basis", "relative_energy_ev": 23.100, "charge": -1, "homo_ev": -6.236, "elements": ["Cl", "O", "O", "O", "O", "C", "C", "C", "O", "H", "H", "H", "H", "H", "H", "H", "H", "C", "C", "C", "O", "H", "H", "H", "H", "H", "H", "H", "H", "C", "C", "C", "O", "H", "H", "H", "H", "H", "H", "H", "H", "C", "C", "C", "O", "H", "H", "H", "H", "H", "H", "H", "H", "C", "O", "H", "H", "H", "H", "C", "O", "H", "H", "H", "H", "C", "O", "H", "H", "H", "H", "C", "O", "H", "H", "H", "H"], "coordinates": [[-3.318, 16.263, 22.781], [-2.682, 17.398, 22.241], [-4.624, 16.180, 22.246], [-2.596, 15.073, 22.432], [-3.324, 16.365, 24.205], [-2.964, 15.230, 19.702], [-1.650, 14.762, 20.315], [-0.645, 14.223, 19.260], [-1.180, 15.907, 21.012], [-3.526, 14.414, 19.248], [-2.793, 16.027, 18.979], [-3.598, 15.675, 20.470], [-1.920, 13.970, 21.013], [-0.994, 13.322, 18.755], [0.358, 13.996, 19.622], [-0.464, 14.993, 18.510], [-1.895, 16.169, 21.596], [-5.248, 15.825, 25.544], [-5.115, 14.617, 24.623], [-6.031, 13.529, 25.005], [-5.544, 14.954, 23.326], [-4.521, 16.603, 25.315], [-5.122, 15.443, 26.557], [-6.203, 16.319, 25.363], [-4.095, 14.248, 24.734], [-7.072, 13.812, 24.855], [-5.985, 13.336, 26.077], [-5.887, 12.573, 24.501], [-4.920, 15.649, 23.102], [-0.310, 13.989, 25.802], [-1.023, 14.878, 24.779], [-0.031, 15.561, 23.725], [-2.047, 14.177, 24.078], [-1.117, 13.446, 26.295], [0.246, 14.635, 26.482], [0.310, 13.209, 25.361], [-1.602, 15.641, 25.300], [0.499, 16.405, 24.166], [-0.490, 15.914, 22.802], [0.664, 14.767, 23.453], [-2.510, 14.857, 23.582], [-2.791, 18.228, 20.248], [-1.302, 18.153, 20.167], [-0.807, 17.488, 18.890], [-0.751, 19.461, 20.279], [-3.276, 18.947, 19.587], [-3.144, 18.519, 21.237], [-3.288, 17.283, 20.026], [-0.999, 17.527, 21.007], [-1.235, 16.497, 18.739], [0.258, 17.306, 19.034], [-0.996, 18.090, 18.001], [0.047, 19.379, 20.806], [-1.641, 17.847, 24.441], [-0.686, 18.649, 25.043], [-1.725, 16.928, 25.021], [-2.575, 18.399, 24.537], [-1.342, 17.659, 23.409], [0.099, 18.140, 25.259], [-4.504, 18.822, 23.307], [-4.378, 18.278, 24.578], [-5.376, 19.456, 23.151], [-3.556, 19.335, 23.138], [-4.589, 18.057, 22.536], [-3.932, 17.430, 24.510], [-4.424, 13.977, 21.097], [-5.445, 13.057, 21.479], [-3.576, 13.545, 20.564], [-4.834, 14.846, 20.582], [-3.952, 14.401, 21.983], [-6.180, 13.592, 21.787], [-6.375, 16.872, 20.748], [-6.820, 15.543, 20.442], [-5.286, 16.848, 20.763], [-6.743, 17.592, 20.016], [-6.783, 17.140, 21.723], [-6.769, 15.027, 21.250]]}

(3)
{"formula": "C34H27F10N6O2S2Ta", "method": "the ωB97M-V functional and the def2-TZVPD basis", "relative_energy_ev": 0.000, "homo_ev": -7.250, "elements": ["Ta", "O", "C", "C", "C", "C", "C", "C", "C", "O", "N", "N", "C", "C", "C", "C", "C", "C", "N", "H", "H", "H", "H", "H", "H", "H", "H", "H", "H", "C", "N", "C", "C", "N", "C", "C", "F", "C", "F", "C", "F", "C", "F", "C", "F", "C", "C", "N", "C", "C", "F", "C", "F", "C", "F", "C", "F", "C", "F", "H", "H", "H", "H", "H", "H", "H", "H", "H", "H", "H", "C", "C", "S", "C", "C", "S", "H", "H", "H", "H", "H", "H"], "coordinates": [[1.067, -0.117, -0.134], [-4.182, 2.067, 0.524], [-3.481, 2.365, 1.617], [-4.112, 3.193, 2.571], [-3.490, 3.527, 3.751], [-2.190, 3.120, 3.977], [-1.598, 2.221, 3.085], [-2.201, 1.877, 1.872], [-1.393, 1.179, 0.878], [-0.038, 1.220, 0.872], [-1.984, 0.475, -0.002], [-1.235, -0.338, -0.844], [-1.997, -1.117, -1.518], [-1.637, -1.940, -2.638], [-2.515, -2.987, -2.989], [-2.437, -3.584, -4.226], [-1.458, -3.171, -5.162], [-0.618, -2.216, -4.676], [-0.687, -1.634, -3.517], [-3.657, 1.716, -0.250], [-5.057, 3.557, 2.302], [-3.929, 4.200, 4.480], [-1.577, 3.446, 4.820], [-0.597, 1.867, 3.176], [-3.005, -1.012, -1.299], [-3.296, -3.282, -2.328], [-3.058, -4.414, -4.536], [-1.395, -3.458, -6.178], [0.165, -1.837, -5.366], [3.678, 1.776, -0.907], [3.288, 0.412, -1.153], [2.983, 0.174, -2.558], [1.757, 1.023, -2.974], [0.925, 1.250, -1.775], [-0.107, 2.188, -1.799], [-0.130, 3.277, -0.876], [0.850, 3.490, -0.014], [-1.240, 4.060, -0.618], [-1.110, 5.095, 0.257], [-2.369, 3.737, -1.332], [-3.501, 4.456, -1.155], [-2.375, 2.686, -2.300], [-3.457, 2.416, -2.964], [-1.240, 1.999, -2.559], [-1.170, 1.014, -3.493], [4.181, -0.566, -0.525], [3.938, -0.427, 0.985], [2.510, -0.071, 1.259], [2.157, -0.138, 2.672], [2.199, -1.316, 3.370], [2.509, -2.491, 2.814], [2.039, -1.299, 4.717], [1.920, -2.449, 5.360], [1.837, -0.161, 5.409], [1.697, -0.090, 6.784], [1.819, 1.068, 4.757], [1.478, 2.173, 5.432], [1.867, 1.075, 3.390], [1.721, 2.281, 2.799], [4.421, 1.939, -0.259], [2.778, 2.332, -0.576], [3.925, 2.293, -1.818], [2.710, -0.871, -2.646], [3.799, 0.237, -3.299], [1.277, 0.381, -3.743], [2.057, 1.993, -3.417], [5.217, -0.426, -0.813], [3.775, -1.537, -0.968], [4.530, 0.424, 1.361], [4.402, -1.260, 1.540], [-1.551, -3.977, 1.476], [-0.433, -3.109, 0.943], [-0.183, -1.555, 1.633], [0.202, -3.430, -0.188], [0.054, -4.783, -0.926], [1.348, -2.301, -1.027], [-2.511, -3.612, 1.068], [-1.685, -3.791, 2.527], [-1.427, -5.049, 1.223], [0.432, -5.642, -0.332], [0.727, -4.725, -1.791], [-0.928, -5.100, -1.232]]}

Computed values of E_LUMO (unit: eV) for the preceding records, in sequence: -2.9646 2.8084 -0.7840.
Computed values of molecular weight (unit: g/mol) for the preceding records, in sequence: 656.51 468.00 986.69.
Computed values of Kohn-Sham gap (unit: eV) for the preceding records, in sequence: 7.152 9.044 6.466.